C40H33BrN3O4Ti | ωB97M-V with the def2-TZVPD basis set

Last column: Mulliken charge in e.
Geometry (Å):
Ti1 0.001 0.601 0.242  -0.728
C1 2.799 -2.698 2.885  -0.992
C2 2.441 -1.507 3.734  1.194
C3 3.023 -1.336 4.987  -0.861
C4 2.643 -0.306 5.836  -0.669
C5 1.648 0.574 5.440  -0.895
C6 1.069 0.436 4.186  -0.855
C7 1.473 -0.579 3.330  -0.080
N1 0.826 -0.692 2.057  0.994
C8 1.525 -0.875 0.839  -1.660
N2 2.859 -0.451 0.674  0.777
C9 2.993 0.507 -0.399  0.308
C10 1.821 1.167 -0.807  0.749
C11 2.020 2.094 -1.843  -0.667
C12 3.263 2.331 -2.418  -1.254
C13 4.378 1.622 -1.982  -0.709
C14 4.255 0.681 -0.966  0.892
C15 5.438 -0.125 -0.499  -1.447
N3 0.759 -1.373 -0.151  0.521
C16 1.322 -2.073 -1.213  0.097
C17 2.444 -2.893 -1.035  -0.470
C18 2.962 -3.644 -2.077  -0.777
C19 2.367 -3.607 -3.331  -0.697
C20 1.249 -2.804 -3.509  -0.878
C21 0.718 -2.033 -2.482  1.047
C22 -0.488 -1.178 -2.721  -0.332
H1 3.339 -3.432 3.483  0.450
H2 3.423 -2.422 2.033  0.165
H3 1.904 -3.173 2.479  0.222
H4 3.775 -2.049 5.308  0.398
H5 3.113 -0.205 6.806  0.377
H6 1.324 1.371 6.097  0.421
H7 0.294 1.109 3.848  0.672
H8 -0.016 -1.283 2.089  0.234
H9 3.294 -0.155 1.538  0.489
H10 1.166 2.656 -2.214  0.416
H11 3.365 3.060 -3.216  0.397
H12 5.348 1.785 -2.441  0.333
H13 6.289 0.016 -1.168  0.380
H14 5.187 -1.188 -0.465  0.246
H15 5.762 0.157 0.509  0.274
H16 2.906 -2.935 -0.058  0.271
H17 3.834 -4.265 -1.902  0.402
H18 2.763 -4.191 -4.153  0.359
H19 0.771 -2.758 -4.483  0.364
H20 -1.346 -1.512 -2.129  0.169
H21 -0.773 -1.194 -3.774  0.312
H22 -0.276 -0.144 -2.438  -0.362
Br1 0.878 2.932 1.772  -0.095
C23 -0.391 4.077 0.939  0.521
C24 -0.447 5.352 1.400  -0.810
C25 -1.396 6.247 0.846  -0.546
C26 -2.243 5.815 -0.125  -0.998
C27 -2.186 4.481 -0.609  1.127
C28 -3.084 4.034 -1.609  -0.966
C29 -3.018 2.750 -2.058  -1.197
C30 -2.044 1.860 -1.544  -0.597
C31 -1.131 2.214 -0.572  0.980
C32 -1.230 3.561 -0.095  0.187
H23 0.221 5.676 2.187  0.410
H24 -1.444 7.265 1.210  0.367
H25 -2.982 6.488 -0.547  0.349
H26 -3.821 4.728 -1.999  0.323
H27 -3.713 2.407 -2.818  0.436
H28 -2.052 0.849 -1.936  0.470
O1 -1.679 -2.102 1.893  -0.874
C33 -2.207 -1.345 1.083  0.440
O2 -1.801 -0.164 0.780  -0.166
C34 -3.455 -1.780 0.338  0.057
C35 -3.824 -3.113 0.302  -0.631
C36 -4.959 -3.532 -0.408  -1.022
C37 -5.683 -2.556 -1.044  0.958
O3 -6.813 -2.708 -1.807  -0.505
C38 -7.216 -1.383 -2.170  -0.251
O4 -6.200 -0.478 -1.744  -0.515
C39 -5.316 -1.229 -1.003  1.054
C40 -4.202 -0.802 -0.329  -1.058
H29 -3.209 -3.825 0.836  0.486
H30 -5.250 -4.572 -0.459  0.408
H31 -8.155 -1.142 -1.667  0.247
H32 -7.320 -1.326 -3.253  0.238
H33 -3.883 0.232 -0.317  0.584

Force components x, y, z for each atom (eV/Å):
Ti 0.5258 -1.6816 0.9053
C -0.0137 -0.0017 0.0261
C 0.0138 -0.0507 0.0238
C 0.0083 -0.0258 -0.0289
C -0.0297 0.0100 -0.0390
C 0.0013 -0.0054 -0.0301
C 0.0172 0.0535 0.0754
C 0.0314 0.0294 -0.2517
N 0.1158 0.0616 -0.0918
C -0.1326 0.8012 -0.3187
N -0.1873 -0.2282 0.1641
C -0.0846 -0.0574 0.0739
C 0.4684 0.2439 -0.3959
C -0.0714 0.0009 0.0037
C 0.0430 -0.0677 0.0675
C -0.0575 0.0176 -0.0080
C 0.0398 0.0418 -0.0223
C -0.0134 0.0009 0.0143
N 0.1298 0.0540 0.1355
C -0.1128 0.0762 0.0378
C 0.0697 -0.0360 -0.0027
C -0.0427 0.0123 -0.0307
C 0.0081 0.0276 0.0873
C 0.0031 0.0758 0.0084
C -0.0057 -0.1205 -0.0866
C -0.0295 0.0135 0.0002
H -0.0012 0.0004 -0.0082
H 0.0237 0.0118 0.0253
H -0.0073 0.0171 0.0158
H -0.0052 0.0103 0.0118
H -0.0058 0.0089 -0.0014
H 0.0020 -0.0052 -0.0030
H 0.0001 -0.0026 0.0270
H -0.1455 -0.2130 0.0385
H 0.0255 -0.0321 -0.0105
H 0.0025 0.0040 -0.0032
H 0.0070 -0.0075 -0.0016
H -0.0090 0.0029 0.0019
H -0.0117 -0.0057 0.0033
H -0.0018 0.0073 -0.0180
H -0.0307 0.0124 -0.0058
H -0.0117 -0.0127 -0.0392
H -0.0029 -0.0022 -0.0015
H 0.0032 0.0004 -0.0002
H 0.0059 -0.0081 0.0081
H 0.0331 0.0193 0.0411
H -0.0063 -0.0176 0.0117
H 0.0514 0.0237 -0.0188
Br 0.0880 -0.0217 0.0229
C -0.1045 -0.0998 -0.1752
C -0.1810 0.3149 -0.0485
C 0.2212 -0.0632 0.1912
C -0.0853 -0.1149 -0.1288
C -0.0707 0.0305 -0.0700
C 0.0264 0.1661 0.0884
C 0.1485 -0.1755 -0.0509
C -0.1602 0.2669 -0.0751
C -0.3220 0.9061 -0.2245
C 0.1183 0.0074 0.0670
H -0.0090 0.0185 -0.0006
H 0.0110 -0.0062 0.0026
H -0.0002 -0.0197 -0.0094
H 0.0055 -0.0006 0.0061
H 0.0021 -0.0229 0.0086
H -0.0356 -0.0260 0.0055
O 0.2105 -0.1394 0.2211
C -0.3118 0.1922 -0.3555
O -0.2907 -0.3693 0.0419
C 0.2427 0.2225 0.1340
C -0.1891 -0.1296 -0.0427
C 0.2013 -0.0227 0.1414
C -0.0071 -0.2119 0.0438
O -0.1541 0.1526 -0.1357
C 0.2790 -0.0859 0.1351
O -0.1665 -0.0636 -0.1173
C 0.1361 0.1998 0.0786
C -0.0803 0.0400 -0.1385
H -0.0156 -0.0056 -0.0167
H -0.0014 0.0086 0.0022
H -0.0580 0.0087 0.0325
H -0.0304 0.0119 -0.0457
H -0.0270 -0.0247 0.0223

The calculation puts the calculated total energy at -147836.12687 eV. The total charge is -1. The value obtained for the orbital gap (spin up / spin down) is 5.33 / 5.84 eV. For the energy above the lowest of the compared OMol25 structures with the same formula, charge and spin, the calculation gives 1.091 eV. The calculation puts the molar mass at 747.492 g mol⁻¹. The LUMO energy (spin up / spin down) is 2.547 / 2.548 eV.



C40H33O15PS2 | ωB97M-V with the def2-TZVPD basis set

Last column: Mulliken charge in e.
Geometry (Å):
C1 -0.205 3.748 -0.119  -0.556
C2 0.697 3.729 -1.375  -0.321
S1 2.427 3.290 -0.960  -0.114
C3 2.149 1.512 -0.755  -0.347
O1 3.306 0.810 -0.283  -0.367
C4 2.927 -0.384 0.222  0.448
O2 3.113 -0.682 1.341  -0.441
O3 2.304 -1.288 -0.639  -0.166
P1 0.635 -1.350 -0.301  0.649
S2 -0.146 -3.087 -0.541  -0.370
H1 -1.242 3.856 -0.452  0.032
H2 -0.107 2.797 0.418  0.060
H3 0.108 4.531 0.586  0.365
H4 0.651 4.648 -1.965  0.471
H5 0.319 2.903 -2.003  0.095
H6 1.820 1.075 -1.714  0.410
H7 1.316 1.346 -0.047  0.202
H8 0.536 -0.874 1.028  -0.006
H9 0.079 -0.337 -1.118  -0.026
C5 -3.776 2.156 -1.870  -0.408
C6 -4.890 1.870 -2.539  -0.357
C7 -5.189 0.486 -2.981  0.212
O4 -6.203 0.226 -3.592  -0.553
C8 -4.198 -0.568 -2.648  -0.504
C9 -3.084 -0.282 -1.980  -0.143
C10 -2.788 1.103 -1.539  0.332
O5 -1.770 1.364 -0.926  -0.271
H10 -3.543 3.160 -1.541  0.468
H11 -5.623 2.625 -2.788  0.490
H12 -4.434 -1.572 -2.978  0.453
H13 -2.350 -1.038 -1.728  0.235
C11 0.518 -2.742 5.171  -0.490
C12 0.279 -2.024 4.077  -0.114
C13 -1.105 -1.689 3.665  0.401
O6 -1.321 -1.032 2.666  -0.469
C14 -2.213 -2.183 4.515  -0.474
C15 -1.975 -2.902 5.610  -0.390
C16 -0.590 -3.236 6.025  0.336
O7 -0.374 -3.888 7.023  -0.558
H14 1.522 -2.996 5.487  0.437
H15 1.076 -1.655 3.442  0.493
H16 -3.216 -1.928 4.196  0.429
H17 -2.771 -3.272 6.244  0.415
C17 0.861 -9.041 0.179  -0.366
C18 -0.179 -8.292 -0.178  -0.367
C19 -0.003 -6.883 -0.606  0.524
O8 -0.955 -6.203 -0.929  -0.539
C20 1.378 -6.341 -0.622  -0.165
C21 2.418 -7.091 -0.265  -0.491
C22 2.242 -8.499 0.163  0.360
O9 3.189 -9.183 0.487  -0.548
H18 0.753 -10.070 0.495  0.400
H19 -1.193 -8.671 -0.174  0.409
H20 1.487 -5.312 -0.938  0.324
H21 3.433 -6.713 -0.269  0.431
C23 2.202 1.036 7.583  -0.427
C24 1.607 2.226 7.546  -0.396
C25 1.343 2.915 6.258  0.359
O10 0.802 3.999 6.224  -0.546
C26 1.766 2.225 5.015  -0.412
C27 2.361 1.036 5.053  -0.310
C28 2.624 0.348 6.340  0.324
O11 3.165 -0.739 6.374  -0.560
H22 2.403 0.518 8.512  0.425
H23 1.290 2.743 8.442  0.411
H24 1.564 2.742 4.085  0.520
H25 2.677 0.518 4.155  0.617
C29 -4.304 5.902 -4.340  -0.330
C30 -4.520 6.647 -5.421  -0.374
C31 -5.851 7.245 -5.689  0.315
O12 -6.049 7.922 -6.674  -0.535
C32 -6.930 6.982 -4.705  -0.392
C33 -6.712 6.237 -3.624  -0.303
C34 -5.383 5.641 -3.358  0.447
O13 -5.183 4.962 -2.370  -0.531
H26 -3.340 5.457 -4.127  0.465
H27 -3.745 6.850 -6.149  0.405
H28 -7.893 7.427 -4.917  0.402
H29 -7.487 6.034 -2.895  0.427
C35 5.885 -1.377 -2.092  -0.268
C36 5.325 -0.175 -2.218  -0.280
C37 5.023 0.395 -3.552  0.422
O14 4.513 1.490 -3.668  -0.549
C38 5.365 -0.423 -4.741  -0.435
C39 5.925 -1.624 -4.615  -0.374
C40 6.227 -2.196 -3.280  0.313
O15 6.735 -3.291 -3.165  -0.558
H30 6.114 -1.811 -1.127  0.437
H31 5.068 0.436 -1.363  0.496
H32 5.136 0.010 -5.706  0.421
H33 6.183 -2.235 -5.470  0.417

Force components x, y, z for each atom (eV/Å):
C 0.6159 0.2384 -0.2305
C -0.5237 -1.2488 0.6361
S 0.2946 0.1540 -0.0176
C -1.1718 -0.1586 -0.7041
O -0.6102 0.0411 -0.1098
C 0.1104 -0.3406 -0.7072
O 0.5573 -0.3124 1.6199
O -1.1559 1.6071 0.3570
P -0.0305 -0.9768 -0.2572
S 0.0931 0.3193 -0.1032
H 0.1427 0.1025 0.3912
H -0.2333 0.2222 -0.1988
H -0.2639 -0.0045 -0.3222
H 0.3284 -0.1165 0.2411
H 0.1726 0.4176 -0.0914
H 0.3076 0.2283 0.1376
H 0.3557 0.2480 -0.0613
H 0.2529 0.1836 -0.4091
H 0.3449 -0.1610 0.2562
C 0.0302 0.0502 0.0256
C 0.0531 0.0022 0.0094
C -0.0681 -0.0358 -0.0247
O 0.0295 0.0166 0.0085
C 0.0745 -0.0527 0.0244
C 0.0325 -0.0514 -0.0148
C -0.1030 -0.1194 -0.0189
O 0.0410 -0.1156 -0.1176
H -0.0504 0.0135 -0.0100
H -0.0102 -0.0133 0.0260
H -0.0247 0.0111 -0.0095
H -0.0076 -0.0276 0.0314
C 0.1219 0.0305 -0.0665
C 0.0236 -0.0267 0.0578
C 0.0865 0.0051 -0.0544
O -0.0001 0.0602 -0.0471
C -0.0732 -0.0352 0.0715
C -0.0747 0.0578 -0.0677
C 0.0233 -0.0579 0.0670
O -0.0224 0.0225 -0.0237
H -0.0106 0.0166 0.0431
H -0.0011 -0.0156 -0.0144
H 0.0189 0.0155 -0.0388
H 0.0329 -0.0191 0.0243
C -0.1277 -0.0107 -0.0120
C 0.0318 -0.1046 0.0455
C -0.1035 0.0667 -0.0284
O 0.0696 -0.0776 0.0130
C 0.1325 -0.0141 -0.0212
C -0.0705 0.0851 -0.0333
C 0.1193 -0.0407 0.0353
O -0.0390 0.0073 -0.0067
H 0.0476 -0.0016 0.0045
H -0.0131 0.0434 -0.0142
H -0.0419 0.0062 0.0026
H 0.0130 -0.0398 0.0076
C -0.0458 0.0812 0.0803
C 0.0406 -0.0983 0.0607
C -0.0483 0.1063 -0.0065
O 0.0091 -0.0323 0.0052
C 0.0326 -0.0886 -0.0680
C -0.0471 0.0397 -0.1286
C 0.0661 -0.1038 -0.0024
O -0.0678 0.0220 -0.0143
H 0.0179 -0.0352 -0.0258
H -0.0141 0.0348 -0.0290
H -0.0093 0.0334 0.0235
H 0.0409 -0.0195 0.0192
C 0.0506 0.0284 -0.0682
C 0.0894 -0.0711 0.0598
C -0.0314 0.0701 -0.0971
O 0.0123 -0.0188 0.0297
C -0.0480 -0.0501 0.1004
C -0.0776 0.0472 -0.0373
C 0.0110 0.0104 0.0613
O -0.0012 0.0554 -0.0511
H -0.0155 -0.0141 0.0317
H -0.0338 0.0236 -0.0238
H 0.0187 0.0155 -0.0384
H 0.0321 -0.0222 0.0225
C -0.0675 0.0959 0.0124
C 0.2399 -0.1056 0.0735
C -0.0412 0.0605 -0.0124
O -0.0329 -0.0463 0.0070
C 0.0394 -0.0866 -0.0673
C -0.0448 0.0896 -0.0756
C 0.0246 -0.1230 0.0428
O -0.0126 0.0295 -0.0178
H 0.0326 -0.0310 -0.0217
H 0.1513 0.0069 -0.1990
H -0.0125 0.0357 0.0215
H 0.0154 -0.0335 0.0326

The calculation puts the calculated total energy at -103679.72062 eV. The total charge is 0. The value obtained for the orbital gap is 7.17 eV. As for the SMILES: CCSCOC(=O)O[PH2]=S.O=C1C=CC(=O)C=C1.O=C1C=CC(=O)C=C1.O=C1C=CC(=O)C=C1.O=C1C=CC(=O)C=C1.O=C1C=CC(=O)C=C1.O=C1C=CC(=O)C=C1. The calculation puts the molar mass at 848.797 g mol⁻¹. The LUMO energy is -1.949 eV.